(1)
C36H36BaN2OPSeSi as an isolated structure at a distorted geometry. Source: the Open Molecules 2025 dataset; level of theory: ωB97M-V with the def2-TZVPD basis set.

Output
- 2S+1: 1
- E_HOMO: -0.120 hartree
- Frontier orbital gap: 0.20518 Eh
- Largest force on an atom: 0.0241 hartree/bohr
- Net charge: -1
- Energy above the lowest of the compared OMol25 structures with the same formula, charge and spin: 10.1 kcal/mol

CARTESIAN COORDINATES (ANGSTROEM)
Ba  -0.13  0.46  -1.81
Se  -0.20  1.58  1.54
P  -2.24  -1.66  0.49
Si  2.53  -1.70  -1.12
O  -2.66  1.04  -1.90
N  2.19  2.46  2.88
N  1.70  3.62  1.11
C  0.95  4.97  -4.12
C  -3.28  -2.82  -3.37
C  -1.14  -3.06  -1.63
C  5.04  4.82  3.16
C  -3.26  -5.49  2.98
C  -2.65  -3.26  1.39
C  4.25  3.75  3.56
C  2.64  -2.37  0.68
C  2.85  4.19  1.63
C  3.16  3.44  2.77
C  0.90  2.87  -2.83
C  3.63  5.26  1.23
C  2.99  4.16  -3.17
C  -2.31  -3.29  2.74
C  2.32  5.12  -3.91
C  -5.11  1.15  0.11
C  2.17  1.43  3.89
C  -2.75  0.49  -0.79
C  0.28  3.88  -3.59
C  -3.36  -2.27  -2.10
C  2.28  3.07  -2.65
C  -6.09  -0.49  1.57
C  -2.29  -2.39  -1.21
C  -2.12  -3.48  -3.78
C  2.71  -3.36  -2.09
C  -3.60  -5.47  1.64
C  -3.30  -4.37  0.85
C  -4.97  -1.30  1.46
C  -1.05  -3.60  -2.90
C  -3.99  0.33  -0.01
C  -2.61  -4.39  3.53
C  -6.16  0.73  0.91
C  4.73  5.56  2.02
C  1.29  2.58  1.87
C  4.31  -0.98  -1.34
C  -3.89  -0.86  0.71
H  -3.57  -4.37  -0.20
H  -2.05  -3.90  -4.78
H  4.49  3.17  4.44
H  -1.79  -2.44  3.17
H  3.52  -3.00  0.83
H  1.99  1.86  4.88
H  2.86  2.34  -2.08
H  -4.93  -2.25  1.99
H  1.94  -4.08  -1.78
H  1.21  3.88  0.26
H  5.37  6.39  1.74
H  -4.26  -1.75  -1.80
H  4.05  4.25  -3.00
H  4.48  -0.15  -0.65
H  5.90  5.09  3.75
H  -3.49  -6.35  3.59
H  -2.33  -4.39  4.58
H  1.37  0.73  3.65
H  2.68  -1.55  1.40
H  -7.05  1.35  1.02
H  1.75  -2.96  0.94
H  4.47  -0.60  -2.35
H  3.68  -3.83  -1.90
H  -6.93  -0.81  2.18
H  -4.10  -6.32  1.19
H  -5.16  2.08  -0.44
H  2.61  -3.23  -3.17
H  5.07  -1.75  -1.14
H  2.85  5.97  -4.33
H  -0.79  3.82  -3.78
H  -0.14  -4.09  -3.21
H  -0.30  -3.15  -0.95
H  3.12  0.89  3.89
H  -4.11  -2.73  -4.05
H  3.40  5.83  0.34
H  0.41  5.72  -4.70



(2)
C36H36Cl2N4O5RuSSi as an isolated structure at a distorted geometry. Source: the Open Molecules 2025 dataset; level of theory: ωB97M-V with the def2-TZVPD basis set.

Output
- 2S+1: 1
- E_HOMO: -0.514 hartree
- Frontier orbital gap: 0.28211 Eh
- Largest force on an atom: 0.0304 hartree/bohr
- Net charge: +2
- Energy above the lowest of the compared OMol25 structures with the same formula, charge and spin: 13.3 kcal/mol

CARTESIAN COORDINATES (ANGSTROEM)
Ru  0.22  -0.74  0.87
Cl  -1.38  -0.61  -1.08
Cl  1.33  -1.59  -1.51
S  -0.90  -2.79  1.34
Si  2.19  1.74  1.29
O  2.91  -5.78  1.99
O  -0.27  3.03  -0.67
O  -2.33  4.60  0.48
O  0.89  1.28  0.16
O  -3.58  4.26  2.29
N  -0.18  -4.00  3.58
N  -1.08  0.57  1.81
N  0.98  -4.62  1.64
N  -2.71  1.73  2.68
C  -0.18  -1.15  -2.31
C  1.48  5.67  2.17
C  0.62  3.23  3.18
C  0.77  -9.08  3.58
C  4.95  1.55  0.74
C  0.07  -3.90  2.29
C  2.20  0.13  2.27
C  0.53  5.63  3.18
C  4.74  2.48  -1.87
C  -1.20  1.77  1.12
C  0.33  -6.56  6.35
C  -0.58  -9.17  3.24
C  2.29  -1.19  4.31
C  0.11  4.41  3.69
C  6.08  1.67  -0.04
C  -1.19  -8.16  2.51
C  2.02  0.00  3.66
C  0.50  -4.76  4.62
C  -2.77  3.88  1.49
C  1.51  -7.98  3.18
C  -0.46  -7.05  2.12
C  0.89  -6.96  2.46
C  3.69  1.90  0.23
C  -0.20  2.12  0.10
C  2.65  -1.01  1.56
C  -0.42  -5.79  5.27
C  3.60  2.36  -1.09
C  2.00  4.49  1.66
C  2.75  -2.30  3.59
C  -2.01  0.58  2.76
C  5.97  2.13  -1.35
C  2.93  -2.21  2.22
C  1.57  3.25  2.15
C  1.72  -5.82  2.05
C  -2.26  -0.46  3.78
C  -2.22  2.50  1.66
H  2.19  -1.25  5.38
H  0.85  -4.03  5.36
H  2.56  -7.90  3.42
H  -1.66  4.14  -0.06
H  -0.59  -2.02  -2.82
H  5.05  1.20  1.76
H  -0.31  -7.32  6.79
H  1.39  -5.24  4.21
H  -2.23  -8.25  2.23
H  -1.44  -1.17  3.75
H  -1.27  -5.27  5.71
H  1.81  6.62  1.78
H  7.05  1.41  0.36
H  -0.98  -3.48  3.88
H  1.24  -9.87  4.14
H  6.86  2.23  -1.96
H  3.33  -3.05  1.68
H  -0.62  4.39  4.49
H  0.00  -0.31  -2.99
H  1.73  0.86  4.25
H  -0.94  -6.28  1.53
H  2.99  -0.89  0.54
H  0.13  6.55  3.58
H  1.20  -7.07  5.93
H  0.67  -5.91  7.15
H  -0.80  -6.46  4.51
H  -1.15  -10.03  3.55
H  3.01  -3.21  4.10
H  -3.45  2.05  3.28
H  4.66  2.85  -2.88
H  2.75  4.54  0.88
H  0.26  2.29  3.58
H  1.13  -4.35  0.68
H  -3.19  -0.99  3.57
H  -2.33  -0.01  4.77
H  2.64  2.64  -1.50